# C46H47BiF6N8O6PS7

A structure of composition C46H47BiF6N8O6PS7 in a non-equilibrium geometry (ωB97M-V/def2-TZVPD, the Open Molecules 2025 dataset).

Values from the calculation:
lowest unoccupied orbital energy = -3.55 eV
charge = +1
F_max = 4.4 eV/Å
energy relative to the best compared isomer or geometry (same formula, charge and spin) = 330.8 kJ/mol
gap between HOMO and LUMO = 5.066 eV
E = -6612.33393 a.u.

Each line ends with the Mulliken charge.
Positions of all 122 atoms, in Å:
Bi 13.540 14.242 12.886  2.2414
F 18.828 13.124 16.266  -0.1680
C 17.523 13.454 16.180  0.4795
F 16.843 12.855 17.221  -0.2037
F 17.285 14.788 16.310  -0.2018
S 16.761 13.033 14.511  0.9228
O 15.381 13.484 14.490  -0.7909
O 16.976 11.606 14.433  -0.6065
N 17.745 13.961 13.635  -0.5721
S 17.468 14.594 12.183  1.0207
O 18.684 14.396 11.432  -0.6172
O 16.127 14.278 11.720  -0.3709
C 17.424 16.488 12.204  0.4437
F 17.509 17.008 10.935  -0.1949
F 18.442 16.926 12.986  -0.1938
F 16.264 17.010 12.744  -0.1821
N 11.959 12.589 12.801  -0.8174
S 10.666 12.069 13.339  1.1376
N 9.610 12.985 14.188  0.1605
S 9.682 14.290 15.217  0.5577
N 10.379 15.771 15.212  0.1664
S 11.869 16.399 15.000  0.9065
N 13.110 15.639 14.604  -0.6958
C 11.633 17.942 14.034  0.4740
C 12.641 18.804 13.570  -0.5530
C 12.333 19.966 12.836  -0.9296
C 11.011 20.144 12.463  -0.4057
C 10.001 19.384 13.052  -0.5929
C 10.316 18.293 13.827  -0.3632
C 12.312 17.280 16.577  0.4929
C 11.424 17.936 17.422  -0.1837
C 11.900 18.851 18.387  -0.8432
C 13.252 18.922 18.633  -0.4123
C 14.178 18.181 17.883  -0.5632
C 13.736 17.442 16.858  -0.5120
C 7.982 14.850 15.146  -0.1070
C 7.268 14.713 13.958  -0.2191
C 5.984 15.190 13.864  -0.6994
C 5.397 15.845 14.954  -0.5178
C 6.084 15.997 16.157  -1.1156
C 7.416 15.543 16.240  -0.3109
C 10.064 13.602 16.809  0.9550
C 11.396 13.448 17.100  -0.0363
C 11.795 13.140 18.409  -0.9692
C 10.708 12.821 19.316  -0.7178
C 9.399 13.067 19.013  -1.1762
C 9.017 13.296 17.654  -0.1094
C 10.878 10.678 14.332  0.8934
C 10.006 10.386 15.360  -0.1126
C 10.241 9.283 16.175  -0.7776
C 11.236 8.415 15.885  -0.5477
C 12.011 8.654 14.775  -0.6817
C 11.899 9.805 13.981  -1.0405
C 9.500 11.400 12.119  0.5318
C 8.238 10.986 12.545  -0.2860
C 7.403 10.348 11.633  -0.7684
C 7.804 10.173 10.307  -0.6129
C 9.102 10.479 9.891  -0.7190
C 9.944 11.135 10.796  -0.2609
H 13.629 18.537 13.913  0.5018
H 13.126 20.570 12.498  0.4837
H 10.650 20.909 11.774  0.4054
H 8.917 19.663 12.943  0.3420
H 9.598 17.625 14.242  0.5415
H 10.372 17.683 17.315  0.3656
H 11.126 19.388 18.953  0.4052
H 13.547 19.760 19.321  0.3109
H 15.251 18.105 18.207  0.3964
H 14.420 16.839 16.212  0.3270
H 7.785 13.997 13.261  0.3269
H 5.416 15.140 12.911  0.3980
H 4.433 16.292 14.772  0.4275
H 5.617 16.455 17.014  0.4496
H 7.965 15.746 17.143  0.6192
H 12.166 13.744 16.376  0.1671
H 12.867 12.979 18.688  0.5913
H 10.913 12.602 20.348  0.4459
H 8.643 13.056 19.804  0.4665
H 7.985 13.347 17.351  0.8552
H 9.206 11.088 15.563  0.2638
H 9.590 9.130 17.036  0.4324
H 11.591 7.578 16.508  0.3772
H 12.879 7.966 14.670  0.3510
H 12.503 10.100 13.141  0.7722
H 7.957 11.312 13.574  0.2533
H 6.420 10.056 12.029  0.3979
H 7.247 9.672 9.570  0.4248
H 9.461 10.164 8.935  0.4844
H 10.950 11.517 10.558  0.3695
O 15.331 12.992 20.314  -0.6531
H 15.372 12.056 20.586  0.3179
H 16.130 13.086 19.688  0.3274
C 18.048 7.662 8.661  -0.8133
N 17.629 9.015 8.286  0.0662
C 18.686 9.921 8.527  -0.9585
N 19.166 9.929 9.901  0.0376
C 19.506 8.581 10.402  -0.9670
N 18.461 7.599 10.047  0.0909
C 17.286 7.786 10.928  -0.7632
P 16.594 9.510 10.675  0.2743
C 16.354 9.462 8.845  -0.6192
C 18.254 10.486 10.888  -0.5246
H 18.876 7.461 7.946  0.2997
H 17.315 6.865 8.435  0.3089
H 18.520 10.980 8.288  0.3822
H 19.562 9.671 7.873  0.2559
H 19.707 8.630 11.470  0.4212
H 20.419 8.306 9.897  0.2989
H 17.611 7.667 11.955  0.3874
H 16.485 7.059 10.665  0.3606
H 16.068 10.376 8.356  0.4033
H 15.609 8.718 8.496  0.3488
H 18.719 10.255 11.878  0.3844
H 18.081 11.580 10.740  0.3354
C 14.578 14.816 8.725  -0.7986
O 13.813 14.281 9.769  0.1169
C 12.440 14.669 9.728  -0.1996
S 11.416 14.292 8.515  -0.1839
S 12.106 15.663 11.100  -0.3065
H 15.427 14.168 8.440  0.1999
H 14.996 15.828 8.889  0.2393
H 13.925 14.891 7.805  0.3537



# C46H47Cl2N9

A cluster of 10 separate species, C46H47Cl2N9 in total in a non-equilibrium geometry (ωB97M-V/def2-TZVPD, the Open Molecules 2025 dataset).

Values from the calculation:
lowest unoccupied orbital energy = 0.55 eV
F_max = 1.1 eV/Å
energy relative to the best compared isomer or geometry (same formula, charge and spin) = 0.0 kJ/mol
SMILES string = c1ccncc1.c1ccncc1.c1ccncc1.c1ccncc1.c1ccncc1.c1ccncc1.c1ccncc1.c1ccncc1.c1ccncc1.ClCCl
gap between HOMO and LUMO = 9.958 eV
E = -3194.21575 a.u.

Each line ends with the Mulliken charge.
Positions of all 104 atoms, in Å:
C 5.869 -1.223 -3.417  -0.4609
C 4.651 -1.041 -2.796  -0.5061
C 3.508 -1.189 -3.560  0.8945
N 3.518 -1.378 -4.873  -0.4231
C 4.692 -1.566 -5.447  -0.3437
C 5.890 -1.521 -4.763  -0.3370
H 6.806 -1.122 -2.882  0.3843
H 4.605 -0.762 -1.751  0.4654
H 2.520 -1.096 -3.121  -0.3502
H 4.687 -1.744 -6.518  0.3738
H 6.820 -1.735 -5.272  0.3770
C -4.436 0.772 0.254  -0.5501
C -4.496 -0.169 1.263  -0.6091
C -3.815 -1.362 1.093  -0.2931
N -3.059 -1.637 0.039  0.0363
C -2.918 -0.677 -0.881  0.0434
C -3.576 0.539 -0.803  -0.3220
H -4.892 1.746 0.378  0.4173
H -5.017 0.013 2.195  0.4414
H -3.897 -2.146 1.843  0.4049
H -2.335 -0.886 -1.771  0.1021
H -3.474 1.270 -1.597  0.4138
C -2.246 0.722 -4.905  -0.5669
C -2.168 1.953 -4.268  -0.8668
C -1.243 2.114 -3.254  0.1604
N -0.395 1.175 -2.888  0.4254
C -0.525 -0.021 -3.455  -0.5044
C -1.454 -0.300 -4.450  -0.3682
H -2.993 0.541 -5.668  0.4127
H -2.819 2.756 -4.587  0.4573
H -1.135 3.067 -2.743  0.1888
H 0.176 -0.789 -3.145  0.2810
H -1.510 -1.298 -4.869  0.3351
C 0.486 -3.916 -3.898  -0.4887
C -0.300 -4.148 -5.011  -0.4287
C -1.679 -4.185 -4.864  -0.5414
N -2.304 -4.014 -3.704  -0.6077
C -1.534 -3.746 -2.646  -0.1491
C -0.150 -3.712 -2.695  -0.0090
H 1.565 -3.902 -3.988  0.4314
H 0.123 -4.323 -5.992  0.4063
H -2.322 -4.359 -5.722  0.3844
H -2.045 -3.551 -1.707  0.4578
H 0.392 -3.489 -1.783  0.5115
C 3.157 3.501 0.353  -0.5390
C 4.059 4.332 -0.287  -0.3139
C 4.134 4.273 -1.666  -0.4970
N 3.413 3.450 -2.409  -0.5514
C 2.548 2.661 -1.782  -0.5215
C 2.367 2.664 -0.416  0.5361
H 3.084 3.480 1.435  0.3490
H 4.682 5.049 0.232  0.4052
H 4.812 4.930 -2.203  0.3737
H 1.964 2.006 -2.422  0.7506
H 1.734 1.925 0.057  -0.0366
C -2.278 -0.105 4.019  0.1061
C -1.720 -1.337 4.296  -0.3413
C -1.569 -1.713 5.630  -0.3797
N -2.013 -1.004 6.652  -0.6235
C -2.606 0.138 6.384  -0.3605
C -2.741 0.649 5.093  -0.4512
H -2.297 0.324 3.023  0.6280
H -1.322 -1.939 3.491  0.4137
H -1.014 -2.612 5.879  0.3680
H -2.926 0.725 7.239  0.3887
H -3.172 1.629 4.913  0.2502
C 0.746 -5.857 0.496  -0.2509
C 1.145 -5.362 1.733  -0.5837
C 0.253 -4.595 2.454  -0.1037
N -0.969 -4.301 2.033  -0.3373
C -1.373 -4.833 0.873  -0.3284
C -0.565 -5.642 0.095  -0.5450
H 1.478 -6.339 -0.140  0.3955
H 2.154 -5.467 2.111  0.3824
H 0.570 -4.133 3.386  0.3648
H -2.356 -4.542 0.519  0.5074
H -0.888 -5.979 -0.882  0.5026
C -1.190 4.966 0.780  -0.8541
C -0.821 3.894 -0.012  -0.8054
C -1.362 2.644 0.275  0.4980
N -2.170 2.411 1.312  0.3929
C -2.517 3.456 2.051  -0.4766
C -2.029 4.734 1.854  -0.7410
H -0.804 5.958 0.574  0.4302
H -0.160 4.017 -0.858  0.4439
H -1.108 1.807 -0.377  0.2948
H -3.191 3.247 2.875  0.3473
H -2.372 5.529 2.504  0.4392
C 1.355 3.069 3.751  0.3069
C 0.726 2.218 4.643  0.0807
C 0.824 2.469 5.996  -0.4150
N 1.462 3.517 6.498  -0.5811
C 2.079 4.332 5.639  -0.3775
C 2.043 4.161 4.265  -0.3236
H 1.317 2.848 2.691  0.1199
H 0.155 1.363 4.300  0.0849
H 0.364 1.788 6.705  0.4224
H 2.660 5.131 6.089  0.3563
H 2.540 4.850 3.590  0.4148
Cl 0.964 -0.230 2.139  -0.1349
C 0.262 -0.882 0.629  1.7319
Cl 1.508 -0.851 -0.638  -0.0052
H -0.070 -1.896 0.799  -0.4083
H -0.525 -0.190 0.366  -1.2787